1.
The following is a quantum chemistry calculation of a molecular structure, C5H13N4S, from OMol25.

Positions of all 23 atoms, in Å:
1 C -0.218 0.515 -0.961
2 C 0.930 -0.456 -1.312
3 C -0.143 0.184 0.512
4 C 0.175 1.957 -1.267
5 C -0.469 0.927 1.774
6 N 1.015 -2.336 -2.546
7 N 0.441 -1.767 -1.604
8 N -1.165 -1.466 0.551
9 N 0.516 0.459 2.729
10 S 1.477 -0.436 0.482
11 H -1.168 0.285 -1.448
12 H 1.693 -0.114 -2.014
13 H 1.108 2.222 -0.772
14 H -0.605 2.647 -0.952
15 H 0.314 2.067 -2.340
16 H -1.510 0.794 2.086
17 H -0.320 1.992 1.564
18 H 0.632 -3.275 -2.708
19 H -0.940 -1.950 1.414
20 H -0.764 -1.944 -0.280
21 H 0.156 -0.199 3.408
22 H 1.008 1.196 3.213
23 H -2.164 -1.302 0.470

Calculated values
electronic energy	-22182.90788	eV
LUMO level	-0.1223	Ha
frontier orbital gap	10.087	eV
highest occupied orbital energy	-13.4	eV
F_max	0.040	hartree/bohr
net charge	+1

These are the Mulliken partial charges, in e, on atoms 1 to 8: C -0.012; C 0.077; C 0.372; C -1.747; C -0.600; N -0.937; N 0.231; N -0.510



2.
The following is a quantum chemistry calculation of C9H7BrFNO3 in the gas phase, from OMol25.

Positions of all 22 atoms, in Å:
1 N 0.552 0.017 -2.937
2 C 0.844 -0.846 -1.864
3 O 1.986 -0.969 -1.466
4 C -0.288 -1.607 -1.218
5 C -1.346 -0.633 -0.659
6 C -0.746 0.064 0.512
7 C -0.685 -0.424 1.746
8 Br -1.424 -2.094 2.213
9 C -0.030 0.406 2.797
10 O -0.418 0.504 3.937
11 C 1.135 1.182 2.267
12 F 2.157 1.337 3.077
13 C 1.091 1.688 1.053
14 C -0.135 1.413 0.278
15 O -0.623 2.197 -0.500
16 H -0.449 0.058 -3.084
17 H 0.898 0.944 -2.732
18 H -0.727 -2.356 -1.864
19 H 0.153 -2.114 -0.379
20 H -1.570 0.115 -1.405
21 H -2.255 -1.139 -0.377
22 H 1.881 2.256 0.604

Calculated values
electronic energy	-89837.91558	eV
LUMO level	-0.0529	Ha
structure (SMILES)	NC(=O)CCC1=C(Br)C(=O)C(F)=CC1=O
frontier orbital gap	8.696	eV
highest occupied orbital energy	-10.1	eV
F_max	0.025	hartree/bohr
net charge	0

These are the Mulliken partial charges, in e, on atoms 1 to 8: N -0.526; C 0.314; O -0.562; C -0.358; C -1.592; C 0.237; C 0.824; Br -0.094



3.
The following is a quantum chemistry calculation of 5 unconnected molecules or ions with the total composition C18H29Cl8IN3O7P2S, from OMol25.

Positions of all 69 atoms, in Å:
1 N 0.975 2.027 0.433
2 C 0.337 1.108 0.760
3 O 0.017 -0.108 1.181
4 C -0.619 -0.838 0.207
5 C -1.946 -0.637 -0.136
6 P -2.982 0.713 0.643
7 O -2.188 1.088 2.036
8 I -5.114 -0.175 1.390
9 C -2.439 -1.501 -1.124
10 C -3.885 -1.473 -1.622
11 O -4.665 -2.203 -1.069
12 O -4.138 -0.675 -2.660
13 P -5.681 -0.892 -3.382
14 N -6.612 0.245 -2.840
15 C -1.657 -2.486 -1.712
16 C -0.358 -2.574 -1.320
17 N 0.133 -1.765 -0.384
18 C 1.573 -1.936 -0.021
19 C 2.377 -0.788 -0.724
20 C 3.347 -1.318 -1.792
21 S 4.399 0.089 -2.219
22 O 5.308 0.326 -1.137
23 O 3.560 1.220 -2.459
24 O 5.213 -0.279 -3.537
25 H -2.046 2.049 1.952
26 H -5.584 -0.822 -4.792
27 H -6.259 -2.134 -3.065
28 H -6.908 0.790 -3.648
29 H -2.042 -3.173 -2.458
30 H 0.289 -3.313 -1.780
31 H 1.913 -2.907 -0.387
32 H 1.703 -1.903 1.062
33 H 1.675 -0.118 -1.235
34 H 2.876 -0.170 0.029
35 H 2.814 -1.567 -2.721
36 H 3.934 -2.189 -1.484
37 H 5.835 0.459 -3.667
38 Cl 9.249 -1.546 -0.306
39 C 8.395 -0.247 0.566
40 C 8.787 -0.183 2.021
41 Cl 8.204 -1.597 2.937
42 H 7.327 -0.409 0.447
43 H 8.655 0.689 0.073
44 H 8.343 0.698 2.482
45 H 9.866 -0.124 2.142
46 Cl -1.322 4.616 -0.727
47 C -2.145 5.838 0.279
48 C -1.625 5.847 1.694
49 Cl -2.071 4.362 2.575
50 H -3.214 5.636 0.247
51 H -1.966 6.806 -0.185
52 H -2.056 6.681 2.244
53 H -0.542 5.943 1.723
54 Cl -3.885 -6.281 -3.939
55 C -4.727 -5.586 -2.530
56 C -6.200 -5.388 -2.779
57 Cl -6.517 -4.107 -3.983
58 H -4.240 -4.647 -2.278
59 H -4.586 -6.280 -1.702
60 H -6.689 -5.082 -1.855
61 H -6.676 -6.300 -3.131
62 Cl -1.016 2.536 6.169
63 C 0.620 2.924 5.582
64 C 1.228 4.093 6.317
65 Cl 0.398 5.624 5.942
66 H 0.557 3.117 4.512
67 H 1.231 2.035 5.734
68 H 2.268 4.215 6.018
69 H 1.196 3.946 7.394

Calculated values
electronic energy	-175623.60815	eV
LUMO level	-0.1703	Ha
frontier orbital gap	6.818	eV
highest occupied orbital energy	-11.5	eV
F_max	0.067	hartree/bohr
net charge	+1

These are the Mulliken partial charges, in e, on atoms 1 to 8: N -0.407; C 0.487; O -0.485; C 0.249; C 0.694; P 0.404; O -0.301; I -0.023



4.
The following is a quantum chemistry calculation of 7 unconnected molecules or ions with the total composition C35H75FO11, from OMol25.

Positions of all 122 atoms, in Å:
1 C 0.951 -1.214 -1.930
2 C 1.949 -1.092 -0.917
3 C 3.124 -0.726 0.216
4 O 2.389 0.314 1.010
5 C 2.251 1.386 -0.030
6 O 1.264 2.297 0.048
7 O 3.294 1.224 -1.096
8 C 4.200 0.095 -0.708
9 O 4.423 -0.755 -1.887
10 C 5.597 -1.628 -1.739
11 C 5.466 -3.099 -2.456
12 O 5.561 -3.028 -3.952
13 C 4.207 -2.716 -4.506
14 C 4.327 -1.347 -5.401
15 C 5.446 0.903 -0.016
16 C 5.883 2.244 -0.916
17 F 5.132 1.453 1.350
18 H -0.109 -1.197 -2.454
19 H 3.481 -1.691 0.809
20 H 6.495 -1.068 -2.292
21 H 5.952 -1.790 -0.631
22 H 6.437 -3.712 -2.130
23 H 4.548 -3.742 -2.097
24 H 3.790 -3.582 -5.176
25 H 3.443 -2.546 -3.626
26 H 4.123 -1.516 -6.545
27 H 3.623 -0.468 -5.015
28 H 5.433 -0.943 -5.255
29 H 6.433 0.283 0.113
30 H 5.113 3.102 -0.631
31 H 6.961 2.593 -0.542
32 H 5.888 2.033 -2.067
33 C -0.658 -1.925 6.342
34 C -0.081 -2.710 5.177
35 O -0.779 -2.504 3.952
36 C -0.802 -1.172 3.447
37 C 0.579 -0.617 3.140
38 H -1.728 -2.126 6.452
39 H -0.150 -2.194 7.273
40 H -0.541 -0.847 6.198
41 H -0.158 -3.778 5.403
42 H 0.985 -2.498 5.046
43 H -1.348 -0.516 4.131
44 H -1.381 -1.201 2.517
45 H 1.176 -0.501 4.048
46 H 0.499 0.365 2.663
47 H 1.126 -1.290 2.472
48 C -3.916 0.648 6.615
49 C -4.302 -0.469 7.568
50 O -3.819 -0.276 8.895
51 C -4.280 0.887 9.577
52 C -5.788 0.923 9.764
53 H -2.833 0.811 6.628
54 H -4.224 0.403 5.594
55 H -4.393 1.594 6.889
56 H -3.859 -1.403 7.209
57 H -5.386 -0.625 7.577
58 H -3.923 1.790 9.073
59 H -3.807 0.875 10.565
60 H -6.309 1.005 8.806
61 H -6.076 1.781 10.378
62 H -6.138 0.006 10.249
63 C -2.980 -3.215 -2.713
64 C -2.956 -2.660 -4.127
65 O -1.947 -3.240 -4.948
66 C -2.035 -4.646 -5.168
67 C -3.316 -5.071 -5.865
68 H -1.991 -3.136 -2.250
69 H -3.702 -2.668 -2.100
70 H -3.263 -4.272 -2.700
71 H -2.739 -1.589 -4.077
72 H -3.936 -2.755 -4.605
73 H -1.898 -5.187 -4.227
74 H -1.185 -4.914 -5.806
75 H -4.193 -4.889 -5.239
76 H -3.287 -6.140 -6.099
77 H -3.454 -4.509 -6.795
78 C 9.680 1.915 -5.810
79 C 8.438 1.526 -5.026
80 O 7.996 2.536 -4.124
81 C 7.621 3.784 -4.700
82 C 6.460 3.677 -5.675
83 H 10.482 2.228 -5.133
84 H 10.033 1.071 -6.410
85 H 9.482 2.749 -6.490
86 H 8.671 0.646 -4.418
87 H 7.624 1.232 -5.696
88 H 8.486 4.263 -5.168
89 H 7.319 4.432 -3.869
90 H 6.731 3.096 -6.560
91 H 6.148 4.672 -6.009
92 H 5.606 3.178 -5.205
93 C -9.236 -2.349 -5.981
94 C -8.437 -2.381 -4.690
95 O -7.063 -2.045 -4.864
96 C -6.786 -0.741 -5.368
97 C -7.291 0.376 -4.470
98 H -8.763 -2.975 -6.745
99 H -10.255 -2.710 -5.809
100 H -9.306 -1.335 -6.386
101 H -8.459 -3.400 -4.291
102 H -8.891 -1.741 -3.927
103 H -7.174 -0.636 -6.385
104 H -5.695 -0.662 -5.443
105 H -8.382 0.386 -4.417
106 H -6.965 1.349 -4.851
107 H -6.914 0.251 -3.450
108 C -0.209 4.923 4.737
109 C -1.708 4.684 4.768
110 O -2.113 3.739 5.755
111 C -1.823 4.070 7.110
112 C -2.497 5.348 7.579
113 H 0.332 3.976 4.631
114 H 0.057 5.577 3.901
115 H 0.142 5.399 5.658
116 H -2.017 4.275 3.801
117 H -2.256 5.624 4.895
118 H -0.742 4.112 7.268
119 H -2.194 3.237 7.719
120 H -2.111 6.223 7.049
121 H -2.325 5.501 8.649
122 H -3.576 5.306 7.397

Calculated values
electronic energy	-62737.10158	eV
LUMO level	0.0162	Ha
structure (SMILES)	C#C[C@@H]1OC(=O)O[C@@]1(OCCOCC)[C@@H](C)F.CCOCC.CCOCC.CCOCC.CCOCC.CCOCC.CCOCC
frontier orbital gap	9.811	eV
highest occupied orbital energy	-9.4	eV
F_max	0.198	hartree/bohr
net charge	0

These are the Mulliken partial charges, in e, on atoms 1 to 8: C -0.587; C -0.016; C 0.308; O -0.253; C 0.490; O -0.560; O -0.381; C 0.311



5.
The following is a quantum chemistry calculation of a molecular structure, C21H39BeBr2CaCl2F5IMgNNbO5, from OMol25.

Positions of all 80 atoms, in Å:
1 C -2.106 1.722 -0.815
2 C -2.272 0.640 -1.942
3 O -1.042 0.298 -2.649
4 C -0.258 -0.704 -1.924
5 C 1.028 0.035 -1.426
6 O 1.818 -0.718 -0.526
7 C 2.777 0.186 0.099
8 Nb 2.413 0.533 2.284
9 O 3.958 -0.728 2.755
10 I 2.061 0.894 5.121
11 C 0.723 2.025 1.917
12 O 1.108 3.424 2.001
13 C 0.252 3.912 2.944
14 C 0.836 4.297 4.235
15 C -0.019 4.769 5.269
16 C -1.460 4.853 4.995
17 C -2.061 4.517 3.707
18 C -1.204 4.041 2.665
19 C 0.822 -1.099 2.425
20 F -0.313 -0.715 3.230
21 C 1.462 -2.317 3.197
22 C 0.400 -3.471 3.497
23 H -2.125 1.271 0.210
24 H -1.183 2.342 -0.899
25 H -2.981 2.425 -0.839
26 H -2.752 -0.259 -1.490
27 H -2.965 1.081 -2.713
28 H -0.833 -1.212 -1.120
29 H 0.082 -1.473 -2.670
30 H 0.670 0.968 -0.909
31 H 1.611 0.377 -2.318
32 H 3.800 -0.270 -0.052
33 H 2.737 1.156 -0.469
34 H 3.626 1.949 2.280
35 H 4.014 -0.796 3.732
36 H 0.261 1.902 0.899
37 H -0.085 1.766 2.667
38 H 1.930 4.197 4.402
39 H 0.419 5.027 6.254
40 H -2.173 5.181 5.779
41 H -3.146 4.585 3.504
42 H -1.540 3.728 1.648
43 H 0.395 -1.435 1.448
44 H 2.243 -2.740 2.517
45 H 1.906 -2.026 4.174
46 H 0.278 -3.529 4.608
47 H -0.578 -3.332 2.969
48 H 0.878 -4.423 3.107
49 Be -1.229 0.426 -4.582
50 C -0.235 -4.522 -0.613
51 O -0.395 -3.924 -1.643
52 N -1.099 -5.463 -0.115
53 C -0.852 -6.137 1.115
54 C -2.307 -5.785 -0.866
55 H 0.646 -4.353 0.032
56 H -0.788 -7.223 0.929
57 H -1.685 -5.929 1.810
58 H 0.090 -5.792 1.565
59 H -2.028 -6.150 -1.856
60 H -2.907 -4.882 -0.983
61 H -2.889 -6.545 -0.347
62 F 5.594 -0.982 4.509
63 C 3.248 0.429 -5.074
64 Cl 1.493 0.693 -4.904
65 Cl 4.155 1.449 -3.960
66 H 3.467 -0.613 -4.859
67 H 3.540 0.668 -6.092
68 Ca -0.361 -6.844 3.382
69 F -2.376 -3.596 3.564
70 F 2.961 2.810 0.315
71 Mg 5.641 0.929 3.901
72 Br -2.651 2.290 -5.914
73 C -2.149 2.586 -7.780
74 C -3.023 3.635 -8.414
75 Br -4.779 2.921 -8.854
76 H -2.201 1.622 -8.280
77 H -1.111 2.917 -7.747
78 H -2.599 3.959 -9.364
79 H -3.183 4.503 -7.778
80 F -3.401 4.043 1.127

Calculated values
electronic energy	-246763.79572	eV
LUMO level	-0.2279	Ha
frontier orbital gap	1.320	eV
highest occupied orbital energy	-7.5	eV
F_max	0.067	hartree/bohr
net charge	+1

These are the Mulliken partial charges, in e, on atoms 1 to 8: C -0.956; C -0.295; O 0.083; C -0.386; C 0.639; O -0.414; C -0.643; Nb -0.900



6.
The following is a quantum chemistry calculation of 8 unconnected molecules or ions with the total composition C4H25N2O8, from OMol25.

Positions of all 39 atoms, in Å:
1 C 1.499 -1.328 -1.529
2 N 0.463 -1.239 -2.602
3 C -0.944 -0.876 -2.279
4 O -1.280 -0.695 -0.972
5 C 2.173 0.086 -1.538
6 C 3.637 -0.245 -1.089
7 N 1.414 0.904 -0.623
8 H 2.083 -2.135 -1.920
9 H 1.009 -1.703 -0.636
10 H 0.379 -2.176 -3.034
11 H -1.582 -1.659 -2.707
12 H -1.153 0.114 -2.739
13 H 2.243 0.443 -2.571
14 H 3.748 -0.412 0.005
15 H 3.980 -1.071 -1.707
16 H 4.207 0.629 -1.441
17 H 1.421 1.858 -0.996
18 H 0.448 0.661 -0.636
19 H 0.235 1.240 2.771
20 H 0.422 -0.068 3.187
21 O 0.895 0.776 3.306
22 H -3.089 1.087 0.292
23 H -1.842 0.603 -0.255
24 O -2.176 1.445 0.282
25 H -1.011 -0.963 0.711
26 H -1.489 0.004 1.537
27 O -1.133 -0.903 1.711
28 H -2.037 2.678 1.581
29 H -0.790 3.288 2.278
30 O -1.682 3.473 2.003
31 H -4.269 -1.301 -0.415
32 H -2.860 -0.790 -0.914
33 O -3.838 -0.592 -0.900
34 H 2.068 2.194 1.139
35 H 2.170 1.718 2.588
36 O 2.560 2.380 1.930
37 H -0.702 -3.300 1.296
38 H -0.398 -3.080 -0.231
39 O -0.192 -3.618 0.545

Calculated values
electronic energy	-23915.16619	eV
LUMO level	0.1160	Ha
frontier orbital gap	8.592	eV
highest occupied orbital energy	-5.4	eV
F_max	0.080	hartree/bohr
net charge	-1

These are the Mulliken partial charges, in e, on atoms 1 to 8: C -0.666; N -0.409; C -0.853; O -0.720; C 0.213; C -1.395; N -0.288; H 0.410



- What is the formula in the third record?
  C18H29Cl8IN3O7P2S



- Which of these has the lowest F_max?
  C9H7BrFNO3